1.
# C29H82F6N6O11P

A cluster of 10 separate species, C29H82F6N6O11P in total at a distorted geometry (ωB97M-V with the def2-TZVPD basis set, the OMol25 dataset).

Values from the calculation:
E_tot ... -88453.8251 eV
LUMO energy (alpha / beta) ... -0.17 / -5.49 eV
Multiplicity ... 2
Expectation value of S² ... 0.756
Total charge ... 0

Each line ends with the Löwdin charge.
CARTESIAN COORDINATES (ANGSTROEM)
C -17.94618 -10.52625 4.95534  -0.233
H -14.41624 -13.93510 -1.55532  0.059
C -19.84406 -8.19247 -1.23197  -0.101
P -17.41832 -12.93575 -0.48807  0.275
C -15.80250 -8.90087 -1.40225  -0.321
O -15.33554 -15.23181 3.48917  -0.133
H -20.04888 -16.93851 -4.72766  0.113
H -22.09038 -12.22381 0.80199  0.120
H -10.44686 -17.13979 1.50314  0.065
H -21.45217 -9.94069 0.73147  0.075
C -17.19851 -15.49219 -4.43390  -0.019
C -14.73082 -9.75018 -0.66597  -0.129
C -15.78890 -14.78937 -4.50175  -0.438
F -16.51234 -12.45030 -1.71877  -0.175
H -12.50263 -7.95207 -1.59164  0.089
C -22.44201 -15.18119 -6.57208  -0.067
C -10.80924 -16.48308 0.71224  -0.047
C -12.48230 -8.90180 -1.05713  -0.096
H -21.58127 -10.76967 -2.23788  0.056
H -14.12350 -16.75176 -3.48743  0.056
H -22.41210 -14.71004 -7.55454  0.076
H -18.64958 -10.84111 -5.84020  0.081
H -22.00561 -11.85192 3.27087  0.084
H -11.53561 -8.79476 -0.52757  0.097
N -12.24158 -18.12835 -0.41207  0.019
O -13.59215 -8.97461 -0.19791  -0.113
C -21.19253 -15.97548 -6.26029  -0.475
H -15.69205 -13.69955 2.16728  0.046
H -16.97470 -7.16740 -1.00756  0.084
F -18.54502 -13.67233 -1.43741  -0.154
H -13.12135 -18.22281 -0.89907  0.064
C -18.14406 -10.60786 6.46852  -0.429
C -14.97307 -15.19239 -5.65969  -0.222
H -21.81342 -17.04441 -4.49980  0.125
O -21.31209 -10.65086 0.10089  -0.093
H -19.17509 -9.02015 -1.46757  0.063
H -15.82860 -7.55011 0.28072  0.096
H -18.56209 -9.70225 4.59507  0.128
H -22.30753 -8.40070 -1.00847  0.112
C -15.36587 -14.73894 2.13003  -0.137
H -15.36170 -10.34464 2.94294  0.089
C -22.05680 -7.64351 -1.75136  -0.197
F -16.31524 -12.16722 0.41010  -0.165
N -21.12475 -17.06448 -7.19385  0.030
C -24.49612 -7.27587 -2.46986  -0.066
H -17.69210 -15.20393 -3.50579  0.059
C -20.99282 -16.40081 -4.81683  -0.165
F -18.21445 -13.23935 0.92688  -0.160
H -20.43221 -15.26656 -6.58812  0.125
H -21.91768 -6.69610 -1.23062  0.123
N -16.78813 -9.76383 -1.99148  0.298
H -16.73638 -9.19748 6.45043  0.050
H -18.28654 -11.75462 -3.61582  0.067
H -20.58491 -12.58086 0.14109  0.098
C -12.24589 -16.78940 0.11172  -0.408
H -15.19408 -10.24990 0.18478  0.118
H -20.37059 -12.30749 -2.47598  0.092
H -18.96799 -12.46192 -4.80540  0.102
O -16.60064 -10.39248 4.57632  -0.179
C -12.61750 -15.81002 -1.09053  -0.145
H -20.21378 -8.36404 -0.22104  0.081
H -23.33490 -15.80399 -6.51780  0.081
H -17.23574 -16.58149 -4.44620  0.073
H -17.37905 -8.41217 0.09669  0.085
O -21.09722 -10.49107 -3.01870  -0.078
H -15.19129 -15.10153 -3.64529  0.101
H -13.01309 -16.69826 0.88061  0.123
H -15.04722 -13.02494 -4.49469  0.060
N -17.46625 -9.44964 7.10142  0.033
H -12.25778 -18.67016 0.44015  0.077
H -19.84253 -12.38141 2.43528  0.103
H -13.61821 -12.51230 -0.83328  0.062
H -23.70585 -8.28427 -4.35577  0.070
H -18.34351 -11.47767 4.60176  0.121
H -22.69647 -6.50277 -3.29511  0.139
C -16.38290 -10.64019 3.18358  -0.083
H -17.03574 -10.01048 2.57911  0.076
H -12.07285 -15.89710 -2.03068  0.121
O -12.73506 -14.48475 -0.47683  -0.197
H -16.90316 -10.43211 -1.24296  0.063
H -25.22212 -7.10394 -3.26452  0.076
H -19.60491 -10.54263 8.07317  0.080
H -19.76397 -10.66022 2.02732  0.118
C -16.53025 -7.98059 -0.43375  -0.013
N -22.90626 -8.55930 -3.80338  0.063
C -19.57440 -10.62678 6.98685  -0.058
N -15.99756 -13.34212 -4.36685  0.061
O -20.99988 -15.28679 -3.87603  -0.212
H -10.05445 -16.63192 -0.05992  0.070
C -19.19413 -11.58709 -4.19577  -0.244
H -14.41657 -14.76277 1.59494  0.064
H -17.54609 -11.45931 6.79339  0.135
O -20.78219 -7.97841 -2.29805  -0.165
O -21.37962 -11.13822 3.12813  -0.068
H -10.82114 -15.44516 1.04491  0.065
H -18.04396 -8.64354 6.91019  0.058
F -16.67921 -14.40256 -0.50930  -0.151
C -21.06670 -11.84961 0.79014  -0.231
H -13.61033 -16.12755 -1.40920  0.090
H -16.01408 -15.42230 1.58146  0.073
O -14.70010 -16.56835 -5.54354  -0.181
H -12.33545 -9.68201 -1.80400  0.095
H -12.93460 -16.49596 -4.71390  0.086
H -20.27198 -17.59030 -7.06586  0.069
O -19.18996 -10.52144 -5.11399  -0.043
C -20.52494 -11.74802 -3.39863  -0.178
H -20.03209 -16.25265 -2.40488  0.078
H -20.12272 -11.50038 6.63438  0.075
H -20.08398 -9.75527 6.57587  0.075
H -16.51968 -11.69014 2.92473  0.069
H -21.14597 -16.71156 -8.13994  0.075
H -24.47385 -6.38359 -1.84422  0.072
H -12.89740 -13.23736 -2.13046  0.081
C -13.46271 -13.51162 -1.23980  -0.098
H -15.18515 -8.43641 -2.17118  0.158
H -23.30384 -9.30179 -3.24594  0.075
H -19.17864 -7.32928 -1.24688  0.071
C -13.85803 -17.03632 -4.50559  -0.086
F -18.24372 -11.50530 -0.52044  -0.172
C -20.42989 -11.51779 2.12338  -0.232
H -17.82268 -15.19509 -5.27665  0.071
H -16.33565 -10.24067 -2.75828  0.137
H -15.56541 -14.93674 -6.53826  0.134
H -14.42507 -10.62917 -1.23341  0.108
H -16.19944 -15.15867 3.90139  0.065
H -20.93218 -14.85704 -1.83166  0.072
H -22.56082 -14.36138 -5.86363  0.072
C -23.04001 -7.46513 -2.91569  -0.462
H -14.07595 -14.58143 -5.75968  0.123
H -16.36093 -13.07724 -3.46248  0.023
H -21.74944 -16.43909 -2.26157  0.083
H -21.21935 -12.28100 -4.04812  0.109
H -24.91887 -8.04504 -1.82352  0.077
C -20.97382 -15.71303 -2.50521  -0.095
H -13.64767 -18.09042 -4.68653  0.099



2.
# C29H82O19

A cluster of 12 separate species, C29H82O19 in total at a distorted geometry (ωB97M-V with the def2-TZVPD basis set, the OMol25 dataset).

Values from the calculation:
Energy above the lowest of the compared OMol25 structures with the same formula, charge and spin ... 434.9 kcal per mole
E_tot ... -70285.1801 eV
LUMO energy ... -0.12 eV
SMILES ... CC(C)O.CC(C)O.CC(C)O.CC(C)O.CC(C)O.OCCO.OCCO.OCCO.OCCO.OCCO.OCCO.OCCO
Total charge ... 0

Each line ends with the Löwdin charge.
CARTESIAN COORDINATES (ANGSTROEM)
H -6.86574 -35.34406 8.18330  0.141
H -3.18375 -24.66621 1.45871  0.123
H -4.59070 -34.52188 1.26338  0.107
O -4.93601 -34.19035 3.22260  -0.135
H -2.72040 -26.39374 1.79858  0.034
H -4.21580 -36.51030 8.65453  0.215
H -10.12756 -30.70810 -0.22563  0.181
H 0.01759 -32.41429 8.25334  0.160
H -2.33671 -37.83867 4.59092  0.064
C -4.88345 -30.14182 3.17076  -0.038
C -7.34138 -31.74526 10.68988  -0.084
C -3.38348 -25.65399 2.02922  -0.044
O 0.86893 -31.66363 3.71293  -0.009
H -4.28254 -26.73590 -2.86898  0.018
C -5.45301 -34.47670 1.95693  -0.264
C -2.25980 -33.04483 8.37093  -0.028
H -2.50474 -27.38567 3.93520  0.130
O -3.26189 -31.98493 3.29306  -0.030
O 0.24029 -34.32575 -0.04647  -0.031
C -0.62734 -35.05940 5.06160  -0.237
H -7.84987 -27.78371 5.88201  0.017
C -9.15329 -27.12876 4.52569  -0.231
H -4.26070 -27.15330 4.48123  -0.030
O -9.35959 -29.34493 2.04879  -0.039
O -0.62491 -33.59750 9.94522  -0.058
H 1.73554 -31.65759 6.21059  0.144
C -5.32988 -35.14595 6.48576  -0.187
O -0.98496 -33.86473 4.60414  -0.049
H -4.52849 -33.27051 2.92826  0.112
H -8.69041 -31.55736 -1.59204  0.107
C -6.44362 -33.39349 1.34950  -0.262
H -2.04667 -23.94086 3.71279  0.064
H -1.32878 -33.86025 1.40986  0.130
H -0.36091 -29.91125 4.60431  0.146
H -8.50685 -29.34281 3.64369  0.007
H -1.58553 -33.60453 -0.27834  0.073
H -5.97654 -34.49020 4.69908  0.066
H -8.67380 -32.81664 7.87405  0.138
H -9.05689 -26.79348 3.48575  0.102
H -7.77455 -30.39591 1.62481  0.041
O -1.65364 -31.33715 1.12869  -0.112
C -5.21918 -28.05882 0.12107  -0.090
H -7.32722 -33.18666 -0.38148  -0.002
H -5.64110 -30.75338 3.33549  0.013
H 0.39100 -31.89071 1.18194  0.100
H -1.62030 -35.92236 3.33074  0.114
H -2.80126 -35.69324 4.57237  0.131
H -2.68774 -32.36716 7.68956  0.054
C -3.33107 -25.42438 3.55446  -0.461
O -9.46472 -26.04794 5.38753  -0.032
H -2.24843 -33.95313 7.86739  0.058
H -10.02501 -27.80472 4.40319  0.123
H -1.88678 -31.51837 10.48780  0.041
H -5.00933 -29.87819 -1.69540  0.106
H -3.01156 -32.95391 8.87679  -0.024
H -4.00337 -29.83719 5.79903  0.100
O -6.43820 -34.94601 5.49801  -0.133
C -0.45917 -32.11458 0.59877  -0.148
O -1.67876 -37.25634 4.88047  -0.038
H 0.34708 -32.32531 3.89806  -0.053
C -3.63849 -30.81713 5.28573  -0.035
H 0.23314 -31.99995 5.94954  0.087
H -5.26745 -29.07101 3.40688  0.109
H -4.30544 -26.03424 1.74034  0.023
H -1.67377 -30.56100 8.93933  0.100
H -7.02861 -27.62368 4.27111  0.127
H -4.00313 -24.68779 3.84305  0.109
H 0.18411 -33.47899 10.35422  0.035
C -7.85749 -27.91580 4.98568  -0.120
H -6.25002 -28.08421 -1.84676  0.165
O -8.23085 -31.50759 -0.73440  -0.088
H -8.70775 -29.54311 -0.55230  0.053
H -6.51780 -31.79674 11.39455  0.068
C -3.59820 -30.74135 3.69995  -0.521
H -4.73181 -25.82524 -1.54275  0.078
C -3.38048 -26.72436 4.42699  -0.021
H -7.62406 -30.72335 10.67482  0.046
O -8.67277 -32.34905 8.77407  -0.075
H -1.88059 -33.80931 4.72110  0.035
H -0.83151 -34.90986 6.19802  0.153
H 0.05689 -35.16771 -0.35134  0.038
H -10.28321 -25.77373 5.07569  0.044
H -6.63919 -31.80759 7.33995  0.038
O -4.40100 -29.10329 -1.86362  -0.109
C -4.24897 -26.76596 -1.86339  -0.038
C -0.89435 -33.53246 0.42769  -0.190
H -5.92513 -32.33914 1.40320  0.137
H 0.31894 -35.44541 4.76906  0.126
O -8.05602 -29.26377 4.47748  -0.098
H -2.55715 -30.86183 5.67784  0.081
H -4.09683 -28.09694 0.47732  0.118
C -0.94366 -32.52733 9.01177  -0.391
H -3.17637 -27.02268 -1.20877  0.170
C -7.39622 -32.25776 9.28745  -0.553
C -8.94751 -30.40585 -0.14245  -0.161
H -5.81120 -27.44270 0.63141  0.013
O -2.06860 -24.86607 3.78642  -0.050
H -5.32809 -31.20310 8.69033  0.121
H -3.18919 -26.61244 5.57197  0.117
H 1.22975 -29.49184 6.73297  -0.054
H 1.43224 -29.90892 4.44048  0.108
C 0.59739 -30.55386 4.60453  -0.196
H -4.57896 -30.18683 2.10689  0.073
H -4.47052 -35.80184 6.12156  0.125
H -5.98774 -35.57604 1.86945  0.175
O -6.90355 -33.81419 0.12194  -0.058
H -0.22385 -31.75427 -0.33145  0.092
H -4.30259 -31.57877 5.72220  0.060
C -1.19176 -31.17098 9.78639  -0.048
H -8.29015 -32.23025 11.36649  0.146
H -2.66519 -31.84035 2.54690  0.063
H -0.28291 -30.78048 10.37055  0.101
C -5.14893 -27.94861 -1.40078  -0.482
H -5.81738 -28.89200 0.55418  0.067
H -6.31631 -36.70943 7.34308  0.060
H -5.06647 -34.19088 6.88084  0.086
H -7.06717 -33.39021 9.26192  0.142
C -1.68029 -35.96846 4.41147  -0.271
H -2.86818 -29.96001 3.63087  0.110
H -1.71280 -30.62898 0.39321  0.137
C 0.79052 -31.08455 5.99921  -0.273
C -5.96097 -35.86609 7.69483  -0.326
O -5.10851 -35.81624 8.76554  -0.120
H -7.44932 -33.51108 1.92380  0.144
C -8.72256 -30.44578 1.43498  -0.187
H -9.11899 -31.39453 1.76047  0.133
H -6.87610 -30.28200 8.23948  0.090
C -6.48528 -31.36892 8.31532  -0.058
H -9.15153 -28.63881 1.48556  0.068
O 0.61415 -30.00671 6.87580  0.043